(1)
This record from OMol25 describes a structure of composition C31H52AsCl3Ge2OSi4Ti. The level of theory is the ωB97M-V functional and the def2-TZVPD basis.

```
! wB97M-V def2-TZVPD RIJCOSX def2/J DEFGRID3
* xyz 0 1
Ti 0.041 -0.206 -0.192
Cl -0.696 0.131 -5.200
Ge -0.102 -1.292 -3.631
Cl -1.702 -0.519 -1.946
Cl 1.413 0.163 -2.504
C -3.663 1.343 0.183
Ge -2.143 2.086 1.154
C -2.039 4.006 0.752
C -2.415 1.886 3.086
C -0.426 1.289 0.734
H -4.579 1.822 0.533
H -3.751 0.270 0.343
H -3.564 1.526 -0.887
H -2.941 4.526 1.080
H -1.921 4.162 -0.321
H -1.182 4.448 1.263
H -3.410 2.221 3.386
H -1.675 2.482 3.624
H -2.294 0.844 3.378
H 0.341 1.718 1.391
O 1.861 -0.421 0.524
As 3.387 0.266 0.460
C 3.492 2.075 -0.149
C 4.773 2.628 -0.130
C 4.965 3.932 -0.554
C 3.876 4.683 -0.982
C 2.603 4.134 -0.981
C 2.402 2.824 -0.566
C 4.486 -0.849 -0.628
C 4.987 -0.403 -1.844
C 5.708 -1.279 -2.642
C 5.919 -2.585 -2.223
C 5.411 -3.027 -1.008
C 4.690 -2.159 -0.204
C 4.050 0.238 2.249
C 5.354 -0.141 2.539
C 5.780 -0.144 3.859
C 4.906 0.230 4.871
C 3.604 0.611 4.574
C 3.171 0.618 3.258
H 5.619 2.043 0.216
H 5.958 4.362 -0.546
H 4.023 5.703 -1.310
H 1.755 4.722 -1.305
H 1.400 2.410 -0.550
H 4.804 0.613 -2.174
H 6.096 -0.943 -3.594
H 6.476 -3.267 -2.851
H 5.569 -4.050 -0.691
H 4.271 -2.500 0.737
H 6.028 -0.446 1.747
H 6.792 -0.444 4.099
H 5.240 0.218 5.901
H 2.923 0.895 5.365
H 2.152 0.890 3.013
C -3.421 -4.604 1.857
Si -3.180 -2.785 1.424
C -4.214 -2.519 -0.129
C -3.942 -1.774 2.818
Si -0.921 -2.244 1.144
Si 0.130 -2.494 3.213
C 1.966 -2.872 2.988
C -0.015 -0.913 4.232
C -0.570 -3.876 4.284
Si -0.094 -4.030 -0.134
C 1.533 -3.583 -1.002
C 0.284 -5.585 0.861
C -1.338 -4.535 -1.458
H -4.488 -4.792 2.010
H -2.893 -4.901 2.762
H -3.087 -5.250 1.043
H -5.273 -2.470 0.138
H -4.082 -3.358 -0.815
H -3.957 -1.610 -0.672
H -4.957 -2.124 3.028
H -4.000 -0.716 2.558
H -3.360 -1.860 3.739
H 2.473 -2.023 2.532
H 2.123 -3.745 2.352
H 2.434 -3.069 3.958
H 0.141 -0.029 3.611
H 0.711 -0.907 5.051
H -1.013 -0.830 4.669
H -0.531 -4.843 3.777
H -1.610 -3.674 4.546
H -0.002 -3.958 5.215
H 2.376 -3.749 -0.324
H 1.592 -2.540 -1.321
H 1.690 -4.211 -1.883
H 1.052 -5.399 1.615
H 0.645 -6.383 0.205
H -0.606 -5.950 1.376
H -1.765 -3.668 -1.964
H -2.167 -5.090 -1.013
H -0.871 -5.178 -2.209
*
```

Output
- Kohn-Sham gap (eV) = 7.45

***

(2)
This record from OMol25 describes a structure of composition C31H52P2Pb in a non-equilibrium geometry. The level of theory is the ωB97M-V functional and the def2-TZVPD basis.

```
! wB97M-V def2-TZVPD RIJCOSX def2/J DEFGRID3
* xyz 2 1
Pb -0.310 0.153 0.119
C -1.945 1.743 0.214
C -2.309 0.777 -0.817
C -2.195 -0.456 1.177
C -1.946 0.985 1.462
C -2.460 -0.582 -0.249
C -2.039 3.276 0.093
H -1.708 3.620 -0.886
H -1.434 3.784 0.838
H -3.069 3.604 0.227
C -1.946 1.587 2.879
H -1.757 2.658 2.877
H -1.220 1.113 3.535
H -2.925 1.444 3.337
C -2.455 -1.532 2.246
H -3.520 -1.603 2.468
H -1.938 -1.303 3.177
H -2.116 -2.511 1.918
C -3.392 -1.726 -0.728
H -4.421 -1.462 -0.482
H -3.191 -2.655 -0.196
H -3.396 -1.963 -1.786
C -3.182 1.318 -1.974
H -4.106 1.710 -1.549
H -3.513 0.561 -2.680
H -2.730 2.156 -2.496
C 1.230 0.548 -3.300
C 0.212 1.417 -3.453
C -0.367 1.782 -4.803
C -1.228 0.633 -5.352
C -1.271 -0.595 -4.425
C -0.251 -1.435 -4.348
C 1.067 -1.226 -5.095
C 1.934 -0.126 -4.467
H 0.440 2.012 -5.499
H -0.823 0.331 -6.317
H -0.933 2.710 -4.720
H 2.200 0.619 -5.217
H 1.642 0.189 -2.386
H -0.309 1.919 -2.680
H 2.889 -0.527 -4.126
H 1.602 -2.167 -5.205
H -0.379 -2.427 -3.990
H 0.857 -0.960 -6.130
H -2.224 0.960 -5.637
H -2.223 -0.925 -4.108
P 1.314 1.808 0.676
C 1.074 2.744 2.313
H 1.946 3.358 2.534
H 0.935 2.079 3.162
H 0.224 3.417 2.252
C 3.138 1.385 0.966
H 3.680 2.236 1.378
H 3.622 1.106 0.030
H 3.229 0.552 1.662
C 1.648 3.432 -0.263
H 2.147 3.240 -1.212
H 2.302 4.088 0.311
H 0.720 3.969 -0.454
P 0.601 -1.980 -0.140
C -0.509 -3.502 -0.502
H 0.088 -4.326 -0.893
H -1.303 -3.296 -1.213
H -1.031 -3.855 0.387
C 2.325 -2.460 -0.798
H 2.304 -2.663 -1.858
H 2.727 -3.373 -0.361
H 3.042 -1.665 -0.597
C 1.072 -3.019 1.418
H 1.294 -4.061 1.185
H 0.261 -3.027 2.148
H 1.967 -2.623 1.900
C 0.694 -0.448 2.297
C 1.289 -0.675 3.695
C 0.496 -0.598 4.867
C 1.060 -0.769 6.133
C 2.423 -1.028 6.261
C 3.219 -1.131 5.122
C 2.659 -0.961 3.851
H -0.082 -1.136 2.432
H 0.255 0.420 2.534
H -0.562 -0.409 4.823
H 0.438 -0.698 7.016
H 2.858 -1.155 7.244
H 4.276 -1.341 5.223
H 3.313 -1.061 3.001
*
```

Output
- Kohn-Sham gap (eV) = 6.09

***

E, respectively: -301107.77342; -56790.07012 eV.
Highest occupied orbital energy, respectively: -0.2740; -0.4936 hartree.